Arrangement w

Entry from OMol25: a cluster of 2 separate species, C3H8O4 in total (the ωB97M-V functional and the def2-TZVPD basis).

The value obtained for the HOMO energy is -10.299 eV. Its SMILES is COC(O)O.C=O. The calculation puts the LUMO energy at -0.001 Eh.

Positions of all 15 atoms, in Å:
1 C -1.95045 -0.86492 -0.31543
2 O -1.62017 0.31606 0.39988
3 C -0.32374 0.74115 0.23866
4 O -0.10796 1.79084 1.09477
5 O -0.00670 0.98680 -1.06256
6 H -3.00165 -1.04581 -0.11329
7 H -1.80194 -0.72942 -1.38767
8 H -1.35310 -1.71067 0.04021
9 H 0.42575 -0.10235 0.59960
10 H -0.42522 2.59704 0.66795
11 H 0.93434 0.66484 -1.24368
12 C 2.20944 -0.64845 0.29105
13 O 2.27472 -0.25878 -0.86987
14 H 2.19576 -1.72315 0.53623
15 H 2.55091 -0.01318 1.12414

---

Arrangement x

Entry from OMol25: a cluster of 2 separate species, C3H8O4 in total (the ωB97M-V functional and the def2-TZVPD basis).

The value obtained for the HOMO energy is -8.652 eV. Its SMILES is C=C(C)OO.OO. The calculation puts the LUMO energy at 0.030 Eh.

Positions of all 15 atoms, in Å:
1 C 0.03496 0.10866 1.42385
2 C 0.40620 0.38914 0.19455
3 C 0.84751 1.60912 -0.51084
4 O 0.84330 -0.93195 -0.81240
5 O 1.03044 -2.12843 -0.05094
6 H -0.01738 0.90497 2.15178
7 H -0.26965 -0.88502 1.71423
8 H 0.89574 2.42731 0.20883
9 H 0.16517 1.88074 -1.31576
10 H 1.83439 1.45732 -0.94769
11 H 1.98702 -2.25985 -0.11750
12 O -1.53181 -0.22500 -0.87809
13 O -2.41485 -1.02347 -0.08321
14 H -0.61161 -0.86338 -0.94594
15 H -3.19942 -0.46015 -0.03085

---

Most stable: arrangement w

---

Arrangement w

Entry from OMol25: the molecule C3H8O4 (the ωB97M-V functional and the def2-TZVPD basis).

The value obtained for the HOMO energy is -9.995 eV. Its SMILES is C[C@H](O)OC(O)O. The calculation puts the LUMO energy at 0.021 Eh.

Positions of all 15 atoms, in Å:
1 C 1.85678 -0.81403 -0.50724
2 C 0.37385 -0.66762 -0.71108
3 O 0.23244 -0.56280 -2.12208
4 O 0.14774 0.40838 0.15302
5 C -1.37266 0.84600 0.75912
6 O -1.42408 2.14912 0.87009
7 O -1.52812 0.04870 1.83272
8 H 2.10643 -1.57588 -1.22780
9 H 2.17080 0.22650 -0.65348
10 H 1.98872 -0.95992 0.62056
11 H -0.03953 -1.60483 -0.37359
12 H -0.70196 -0.40072 -2.45020
13 H -2.14767 0.57509 -0.05903
14 H -0.93128 2.49744 1.64475
15 H -0.73146 -0.16544 2.22425

---

Arrangement x

Entry from OMol25: a cluster of 2 separate species, C3H8O4 in total (the ωB97M-V functional and the def2-TZVPD basis).

The value obtained for the HOMO energy (alpha / beta) is -6.564 / -6.808 eV. The calculation puts the LUMO energy (alpha / beta) at 0.023 / 0.024 Eh.

Positions of all 15 atoms, in Å:
1 C -1.77614 -0.65774 -0.21332
2 C -0.93300 1.15982 1.01959
3 C 1.69810 -0.31438 -1.00185
4 O -1.68441 0.61421 0.11270
5 O -1.19090 -1.62523 0.56129
6 O -0.67977 2.50632 0.91563
7 O 1.58421 -1.25459 0.04486
8 H -0.21962 -1.55272 0.50170
9 H -1.36539 2.89861 0.36124
10 H 2.38453 -1.24203 0.56928
11 H -2.72762 -0.92776 -0.64209
12 H -0.22634 0.61736 1.62133
13 H 1.82650 0.70194 -0.61350
14 H 2.53934 -0.55701 -1.66183
15 H 0.77050 -0.36681 -1.57504

---

Most stable: arrangement w

---

Arrangement w

Entry from OMol25: the molecule C2H3N3OS (the ωB97M-V functional and the def2-TZVPD basis).

The value obtained for the HOMO energy is -8.836 eV. Its SMILES is Oc1n[nH]nc1S. The calculation puts the LUMO energy at 0.016 Eh.

Positions of all 10 atoms, in Å:
1 O -0.42569 2.08950 0.05236
2 C -0.41416 0.79703 -0.02577
3 N -1.60011 0.19292 0.00530
4 N -1.29596 -1.08024 -0.13644
5 N -0.05283 -1.41728 0.00164
6 C 0.55053 -0.19864 0.04923
7 S 2.33050 0.03395 -0.05842
8 H 0.41238 2.48400 -0.42499
9 H -2.14975 -1.67803 0.12197
10 H 2.64508 -1.22322 0.41512

---

Arrangement x

Entry from OMol25: the molecule C2H3N3OS (the ωB97M-V functional and the def2-TZVPD basis).

The value obtained for the HOMO energy is -9.119 eV. Its SMILES is [H]/N=c1\ocnn1S. The calculation puts the LUMO energy at 0.028 Eh.

Positions of all 10 atoms, in Å:
1 H 1.39872 -1.19400 -2.00030
2 N 1.37220 -0.45571 -1.30604
3 C 0.28867 -0.19373 -0.69493
4 O -0.94253 -0.88605 -0.72463
5 C -1.68634 -0.35271 0.27202
6 N -1.14015 0.55437 0.96594
7 N 0.09569 0.74424 0.31626
8 S 1.29283 1.65973 1.14486
9 H -2.72158 -0.53659 0.25259
10 H 2.04250 0.66044 1.77423

---

Most stable: arrangement w

---

Arrangement w

Entry from OMol25: the molecule C22H29N5O3 (the ωB97M-V functional and the def2-TZVPD basis).

The value obtained for the HOMO energy is -8.247 eV. Its SMILES is CCCOc1ccc(N2C(=O)C[C@@H](N3CCC(c4nncn4CC)CC3)C2=O)cc1. The calculation puts the LUMO energy at 0.023 Eh.

Positions of all 59 atoms, in Å:
1 C 4.43064 0.82823 6.35147
2 C 4.79741 0.25865 4.98669
3 C 4.53231 1.27396 3.87127
4 O 3.16796 1.62531 3.76376
5 C 2.28941 0.77101 3.18163
6 C 0.95282 1.17915 3.20901
7 C -0.03393 0.40778 2.63866
8 C 0.29840 -0.80085 2.03787
9 N -0.72061 -1.60299 1.45451
10 C -1.90903 -1.90891 2.10082
11 O -2.22657 -1.51667 3.19048
12 C -2.68011 -2.85335 1.20215
13 C -2.00253 -2.73126 -0.16302
14 N -2.79638 -1.91353 -1.06167
15 C -3.00374 -0.52509 -0.69258
16 C -1.90251 0.43284 -1.15812
17 C -1.69774 0.30094 -2.66838
18 C -0.58930 1.18582 -3.11739
19 N 0.38595 1.62000 -2.37096
20 N 1.20436 2.36373 -3.13251
21 C 0.72021 2.37454 -4.33459
22 N -0.42414 1.63709 -4.40156
23 C -1.28330 1.48125 -5.54543
24 C -2.29494 2.62184 -5.63783
25 C -1.38565 -1.16775 -2.99091
26 C -2.52757 -2.05143 -2.47749
27 C -0.62512 -2.15487 0.19052
28 O 0.36009 -2.16098 -0.49979
29 C 1.61918 -1.21565 2.00098
30 C 2.61170 -0.43454 2.56534
31 H 3.38895 1.13960 6.35655
32 H 5.04908 1.69247 6.58336
33 H 4.57381 0.08089 7.12801
34 H 4.21085 -0.64356 4.80365
35 H 5.85504 -0.01057 4.96240
36 H 5.03586 2.21606 4.10676
37 H 4.91606 0.90884 2.91091
38 H 0.71573 2.11902 3.68109
39 H -1.06098 0.73448 2.66520
40 H -2.58350 -3.86123 1.60911
41 H -3.73898 -2.60223 1.17350
42 H -1.87055 -3.70145 -0.65063
43 H -3.95207 -0.22221 -1.15431
44 H -3.12625 -0.45068 0.38890
45 H -2.18155 1.45686 -0.90600
46 H -0.95448 0.22246 -0.66415
47 H -2.62386 0.58861 -3.18435
48 H 1.14937 2.88053 -5.17497
49 H -0.65599 1.46506 -6.44153
50 H -1.80166 0.52229 -5.46958
51 H -2.92998 2.48434 -6.50877
52 H -2.92093 2.65009 -4.74869
53 H -1.78162 3.57663 -5.72565
54 H -0.44915 -1.44685 -2.50778
55 H -1.27129 -1.31634 -4.06704
56 H -3.45328 -1.77796 -3.00001
57 H -2.31634 -3.10033 -2.69480
58 H 1.87954 -2.14689 1.52390
59 H 3.63090 -0.78222 2.51197

---

Arrangement x

Entry from OMol25: the molecule C22H29N5O3 (the ωB97M-V functional and the def2-TZVPD basis).

The value obtained for the HOMO energy is -8.185 eV. Its SMILES is CCCCNC(=O)CCc1c(C)nc2nc(-c3cc(OC)cc(OC)c3)nn2c1C. The calculation puts the LUMO energy at 0.013 Eh.

Positions of all 59 atoms, in Å:
1 C -3.05257 6.65455 -3.29834
2 C -2.30624 6.35157 -2.00544
3 C -0.95439 7.05995 -1.95352
4 C -0.20928 6.78374 -0.64706
5 N 0.11801 5.38354 -0.49664
6 C -0.43599 4.59789 0.45226
7 O -1.20505 5.01375 1.29125
8 C 0.02899 3.14586 0.39844
9 C -0.98801 2.23125 1.09188
10 C -0.40995 0.87440 1.37005
11 C 0.29165 0.61188 2.57806
12 C 0.42984 1.65107 3.64302
13 N 0.84311 -0.54878 2.84664
14 C 0.73513 -1.51456 1.95380
15 N 1.18800 -2.75041 1.97701
16 C 0.77888 -3.27853 0.80685
17 C 1.06697 -4.64581 0.42167
18 C 1.76879 -5.45678 1.30728
19 C 2.04741 -6.76970 0.94920
20 O 2.72183 -7.65839 1.72862
21 C 3.16651 -7.22887 2.99392
22 C 1.62377 -7.24985 -0.28645
23 C 0.92288 -6.43374 -1.16901
24 O 0.56149 -7.01442 -2.34798
25 C -0.15040 -6.23911 -3.28111
26 C 0.63978 -5.12119 -0.81476
27 N 0.08690 -2.43826 0.03637
28 N 0.04913 -1.31612 0.74795
29 C -0.52386 -0.13796 0.43921
30 C -1.23660 -0.04908 -0.86969
31 H -4.01082 6.14136 -3.31524
32 H -2.47422 6.32992 -4.16114
33 H -3.23434 7.72283 -3.39209
34 H -2.90758 6.66790 -1.15140
35 H -2.15497 5.27350 -1.91683
36 H -0.33879 6.73791 -2.79814
37 H -1.10402 8.13716 -2.04343
38 H -0.83564 7.04541 0.20835
39 H 0.71224 7.37474 -0.60929
40 H 0.73014 4.97928 -1.18745
41 H 0.99054 3.08975 0.91608
42 H 0.19058 2.83843 -0.63611
43 H -1.29203 2.71580 2.01957
44 H -1.87363 2.14392 0.46166
45 H -0.54705 1.89914 4.05562
46 H 1.05687 1.25372 4.43539
47 H 0.87131 2.56507 3.25299
48 H 2.07120 -5.02883 2.24763
49 H 2.33047 -6.92515 3.63135
50 H 3.87639 -6.40025 2.91013
51 H 3.66553 -8.08924 3.43740
52 H 1.84057 -8.26798 -0.56397
53 H 0.43047 -5.37096 -3.60907
54 H -1.10910 -5.90074 -2.87504
55 H -0.33059 -6.89439 -4.13209
56 H 0.09958 -4.44939 -1.45970
57 H -1.12071 -0.99365 -1.39475
58 H -0.83175 0.75458 -1.48098
59 H -2.29740 0.14227 -0.71293

---

Most stable: arrangement x